[1]
{
  "formula": "C4H6N2O",
  "method": "wB97M-V/def2-TZVPD",
  "elements": ["N", "C", "C", "N", "C", "O", "C", "H", "H", "H", "H", "H", "H"],
  "coordinates": [[1.985, 0.210, -0.449], [0.581, 0.068, -0.350], [-0.144, -0.051, -1.630], [-1.412, -0.107, -1.693], [-0.950, -0.550, 1.700], [-1.647, 0.299, 2.487], [-0.102, -0.035, 0.788], [2.249, 0.914, -1.130], [2.416, 0.439, 0.438], [0.518, -0.089, -2.508], [-1.712, -0.211, -2.663], [-2.127, -0.249, 3.120], [0.343, -0.639, 1.889]],
  "total_energy_ev": -9268.0625,
  "max_force_ev_per_a": 0.40
}

=====

[2]
{
  "formula": "C9H15N2O3S",
  "method": "wB97M-V/def2-TZVPD",
  "elements": ["C", "C", "C", "C", "C", "C", "C", "C", "C", "N", "N", "O", "O", "O", "S", "H", "H", "H", "H", "H", "H", "H", "H", "H", "H", "H", "H", "H", "H", "H"],
  "coordinates": [[-0.343, 0.661, -0.184], [1.483, 1.383, 0.003], [-1.526, 1.186, -0.356], [3.489, 0.599, 1.355], [3.740, 0.279, -0.117], [2.281, 0.205, 0.326], [2.144, -2.233, -0.058], [-3.654, 0.730, 0.868], [-3.313, 0.403, -1.585], [1.568, -1.014, 0.394], [-2.685, 0.315, -0.267], [1.562, 2.582, -0.074], [-0.300, -1.734, -1.175], [-0.878, -1.440, 1.185], [-0.074, -1.025, 0.090], [-1.732, 2.212, -0.410], [3.654, -0.123, 2.156], [3.667, 1.648, 1.608], [4.069, 1.171, -0.638], [4.186, -0.762, -0.406], [3.214, -2.154, 0.246], [1.555, -3.025, 0.480], [1.932, -2.463, -1.130], [-3.183, 0.280, 1.834], [-3.611, 1.754, 0.891], [-4.630, 0.231, 0.687], [-3.586, 1.368, -1.909], [-2.552, 0.055, -2.296], [-4.073, -0.466, -1.650], [-2.403, -0.622, 0.130]],
  "total_energy_ev": -29522.2497,
  "total_charge": 1,
  "max_force_ev_per_a": 5.08
}

=====

[3]
{
  "formula": "C6H15FO3Zn",
  "method": "wB97M-V/def2-TZVPD",
  "elements": ["Zn", "C", "C", "O", "H", "H", "H", "H", "H", "C", "C", "O", "H", "H", "H", "H", "H", "C", "C", "O", "H", "H", "H", "H", "H", "F"],
  "coordinates": [[-0.797, -2.259, 0.380], [2.598, -1.794, -2.845], [2.155, -3.249, -2.498], [1.004, -3.373, -1.778], [3.112, -1.431, -1.954], [1.748, -1.113, -2.894], [3.194, -1.750, -3.756], [2.985, -3.759, -2.009], [2.236, -3.862, -3.396], [-3.051, 2.364, -0.466], [-3.880, 1.052, -0.137], [-3.093, -0.077, -0.384], [-3.685, 3.250, -0.460], [-2.844, 2.242, -1.529], [-2.139, 2.724, 0.010], [-4.699, 1.034, -0.855], [-4.257, 1.068, 0.886], [1.274, 2.181, 3.288], [1.474, 1.146, 2.126], [0.946, -0.153, 2.322], [1.944, 3.036, 3.372], [1.152, 1.804, 4.304], [0.330, 2.680, 3.069], [2.545, 0.983, 2.007], [1.175, 1.588, 1.175], [-1.428, -4.334, 2.023]],
  "total_energy_ev": -63734.8324,
  "total_charge": -2,
  "max_force_ev_per_a": 3.27
}

=====

[4]
{
  "formula": "C3H4N2O",
  "method": "wB97M-V/def2-TZVPD",
  "elements": ["N", "C", "C", "N", "C", "O", "H", "H", "H", "H"],
  "coordinates": [[1.734, -0.049, -0.015], [0.547, 0.521, 0.210], [-0.375, 1.398, 0.345], [-0.868, 0.044, 0.712], [-1.427, -0.784, -0.267], [-0.796, -1.397, -1.104], [1.713, -0.987, -0.393], [2.511, 0.131, 0.615], [-0.759, 2.386, 0.506], [-2.514, -0.933, -0.140]],
  "total_energy_ev": -8199.8857,
  "max_force_ev_per_a": 1.21
}

=====

[5]
{
  "formula": "C11H13ClNO4",
  "method": "wB97M-V/def2-TZVPD",
  "elements": ["O", "C", "O", "C", "N", "C", "C", "C", "Cl", "H", "H", "H", "H", "H", "H", "H", "H", "H", "C", "C", "C", "O", "C", "C", "C", "O", "H", "H", "H", "H"],
  "coordinates": [[-5.576, -3.544, 0.272], [-4.694, -3.053, 1.005], [-4.768, -2.114, 1.830], [-3.307, -3.714, 0.839], [-2.863, -3.706, -0.567], [-1.425, -3.644, -0.726], [-0.861, -2.309, -0.227], [-0.036, -1.644, -1.317], [0.542, -0.024, -0.797], [-2.568, -3.214, 1.464], [-3.388, -4.744, 1.210], [-3.237, -4.521, -1.029], [-1.211, -3.736, -1.798], [-0.894, -4.484, -0.247], [-1.662, -1.643, 0.085], [-0.209, -2.463, 0.634], [-0.610, -1.519, -2.229], [0.864, -2.223, -1.513], [3.672, 5.618, 0.271], [3.802, 4.838, 1.339], [3.132, 3.512, 1.413], [3.261, 2.804, 2.386], [2.308, 3.097, 0.249], [2.179, 3.880, -0.819], [2.852, 5.200, -0.895], [2.744, 5.914, -1.869], [4.151, 6.586, 0.195], [4.395, 5.120, 2.200], [1.825, 2.131, 0.319], [1.584, 3.595, -1.677]],
  "total_energy_ev": -33820.6268,
  "total_charge": -1,
  "max_force_ev_per_a": 0.49
}

=====

[6]
{
  "formula": "C8H14O",
  "method": "wB97M-V/def2-TZVPD",
  "elements": ["C", "C", "C", "C", "C", "O", "H", "H", "H", "H", "H", "H", "H", "H", "C", "C", "C", "H", "H", "H", "H", "H", "H"],
  "coordinates": [[1.743, -0.088, 0.552], [1.068, -1.341, 1.004], [2.003, 1.043, 1.490], [1.344, -0.350, -1.674], [1.672, -0.486, -2.946], [2.134, 0.061, -0.670], [0.061, -1.363, 0.573], [2.510, 1.855, 0.971], [1.581, -2.230, 0.633], [1.021, -1.393, 2.089], [2.650, 0.721, 2.309], [1.065, 1.410, 1.916], [0.941, -0.831, -3.660], [2.712, -0.297, -3.214], [-2.810, -0.702, 0.287], [-2.123, 0.483, -0.311], [-2.377, 1.738, 0.015], [-1.315, 0.269, -1.007], [-3.575, -0.404, 0.994], [-2.088, -1.311, 0.828], [-3.233, -1.340, -0.484], [-3.086, 1.989, 0.792], [-1.900, 2.566, -0.488]],
  "total_energy_ev": -10564.9191,
  "max_force_ev_per_a": 2.91
}